No. 1
{"formula": "C20H46Cl8O6", "method": "ωB97M-V/def2-TZVPD", "elements": ["C", "O", "C", "C", "O", "C", "H", "H", "H", "H", "H", "H", "H", "H", "H", "H", "C", "O", "C", "C", "O", "C", "H", "H", "H", "H", "H", "H", "H", "H", "H", "H", "C", "O", "C", "C", "O", "C", "H", "H", "H", "H", "H", "H", "H", "H", "H", "H", "Cl", "C", "C", "Cl", "H", "H", "H", "H", "Cl", "C", "C", "Cl", "H", "H", "H", "H", "Cl", "C", "C", "Cl", "H", "H", "H", "H", "Cl", "C", "C", "Cl", "H", "H", "H", "H"], "positions_angstrom": [[-4.3675, 10.0904, -1.1497], [-3.9744, 8.8002, -0.7557], [-3.8961, 7.9233, -1.9375], [-3.4857, 6.5261, -1.6354], [-4.3038, 5.8852, -0.6691], [-4.1728, 4.4913, -0.6786], [-4.3887, 10.7615, -0.2910], [-5.3316, 10.1961, -1.6471], [-3.6990, 10.4793, -1.9178], [-3.2235, 8.2453, -2.7325], [-4.8177, 7.8326, -2.5124], [-2.4539, 6.6219, -1.2975], [-3.4650, 5.9572, -2.5650], [-3.1946, 4.1234, -0.9885], [-4.9225, 4.1677, -1.4006], [-4.4010, 4.0788, 0.3042], [3.2129, -1.1946, -4.6359], [3.7175, 0.1942, -4.6657], [5.2088, 0.2981, -4.6461], [5.6844, 1.7846, -4.8635], [5.3366, 2.4325, -6.0865], [5.8541, 3.7145, -6.2747], [2.1527, -1.2442, -4.3876], [3.8040, -1.8263, -3.9729], [3.2673, -1.6055, -5.6440], [5.5908, -0.4746, -5.3132], [5.6447, 0.0002, -3.6925], [6.7698, 1.8275, -4.9548], [5.4194, 2.3777, -3.9883], [5.6454, 4.4081, -5.4602], [5.4730, 4.0437, -7.2414], [6.9344, 3.5804, -6.2195], [0.3010, -0.0222, 1.8142], [-0.7842, -0.8195, 1.3621], [-0.7646, -1.2914, -0.0108], [-1.8621, -2.3074, -0.3370], [-1.6519, -3.5669, 0.3940], [-2.7108, -4.5687, 0.2497], [1.2418, -0.3445, 1.3679], [0.4305, -0.1329, 2.8908], [0.0869, 1.0270, 1.6102], [0.2116, -1.6638, -0.3216], [-0.9340, -0.4161, -0.6378], [-1.7503, -2.5325, -1.3977], [-2.8637, -1.9294, -0.1324], [-2.4155, -5.4553, 0.8108], [-2.8546, -4.8133, -0.8027], [-3.5562, -4.1898, 0.8239], [1.4315, -5.6271, 4.9054], [1.3931, -5.9412, 3.1581], [2.3982, -5.0175, 2.4326], [2.4579, -5.4032, 0.7517], [0.3399, -5.8383, 2.8966], [1.6439, -6.9920, 3.0134], [3.4268, -5.0371, 2.7926], [2.2213, -3.9434, 2.4890], [0.3759, -7.0105, -4.4508], [0.4959, -8.3140, -3.3390], [1.9352, -8.6839, -3.1203], [2.4384, -9.7240, -4.4411], [-0.1109, -9.1799, -3.6038], [0.0529, -7.9680, -2.4051], [1.9785, -9.1606, -2.1410], [2.5650, -7.7943, -3.1139], [-4.0562, -4.4496, 4.7926], [-3.1935, -2.8521, 4.5663], [-3.1306, -2.0645, 5.9362], [-4.7325, -1.3620, 6.3851], [-3.7065, -2.2075, 3.8526], [-2.1675, -3.0511, 4.2565], [-2.4795, -1.1976, 5.8240], [-2.6384, -2.6170, 6.7365], [0.0426, 1.9885, 8.2066], [-0.0670, 3.5045, 7.2393], [1.2755, 4.2356, 7.2578], [2.4871, 3.2303, 6.4284], [-0.8967, 4.0678, 7.6664], [-0.3819, 3.3295, 6.2106], [1.5958, 4.4010, 8.2865], [1.2637, 5.2092, 6.7678]], "spin_multiplicity": 1, "total_charge": 0, "e_homo_ha": -0.3563, "e_above_lowest_kj_mol": 215.1, "e_lumo_ha": 0.0097, "smiles": "COCCOC.COCCOC.COCCOC.ClCCCl.ClCCCl.ClCCCl.ClCCCl", "homo_lumo_gap_ev": 9.96}

No. 2
{"formula": "C20H46O2P4Ti", "method": "ωB97M-V/def2-TZVPD", "elements": ["Ti", "P", "P", "P", "H", "C", "C", "H", "C", "C", "C", "C", "C", "C", "C", "C", "C", "H", "H", "H", "H", "H", "H", "H", "H", "H", "H", "H", "H", "H", "H", "H", "H", "H", "H", "H", "H", "H", "H", "H", "H", "H", "H", "H", "H", "H", "C", "C", "C", "C", "C", "C", "O", "H", "H", "H", "H", "H", "H", "C", "P", "C", "C", "O", "H", "H", "H", "H", "H", "H", "H", "H", "H"], "positions_angstrom": [[-0.2085, 0.4732, -0.2148], [1.8997, -0.8606, 1.6685], [1.4257, 2.3935, 0.0307], [-1.0720, -2.2261, -0.0241], [0.2050, 2.5295, -3.4027], [-0.7456, 2.0027, -3.2104], [-1.6135, 2.2834, -2.2158], [-1.7042, 3.3111, -1.8008], [3.1676, -1.9501, 0.9465], [2.8009, 0.3079, 2.7109], [1.0775, -1.8678, 2.9316], [0.6427, 3.6705, -0.9927], [1.6379, 3.3520, 1.5660], [3.0711, 2.3279, -0.7414], [-2.5969, -2.4892, -1.0151], [-1.5716, -3.2296, 1.4283], [0.0387, -3.4402, -0.8536], [-1.0295, 1.3753, -4.0645], [-2.5244, 1.6953, -2.0400], [3.8472, -2.3115, 1.7309], [3.7301, -1.3690, 0.2013], [2.6787, -2.7943, 0.4370], [3.4515, -0.2934, 3.3572], [2.1299, 0.8787, 3.3595], [3.4151, 1.0167, 2.1557], [1.4160, -2.9070, 2.8440], [-0.0115, -1.8633, 2.8559], [1.3328, -1.5163, 3.9413], [1.1711, 4.6272, -1.0402], [-0.3581, 3.8178, -0.5698], [0.5396, 3.2742, -2.0042], [2.5841, 3.9087, 1.5229], [1.6590, 2.6898, 2.4348], [0.8070, 4.0641, 1.6800], [3.6839, 3.1804, -0.4054], [2.9208, 2.3748, -1.8271], [3.5653, 1.3881, -0.4727], [-3.1290, -3.3481, -0.5703], [-2.3615, -2.7177, -2.0640], [-3.2496, -1.6105, -0.9692], [-2.2158, -4.0550, 1.0963], [-2.1426, -2.5979, 2.1174], [-0.6960, -3.6558, 1.9337], [-0.5986, -4.2067, -1.3200], [0.7051, -3.9164, -0.1245], [0.6421, -2.9613, -1.6340], [0.1181, -0.7615, -3.1315], [1.3217, -1.2018, -3.7267], [1.2284, -1.7544, -5.0049], [0.0583, -1.6312, -5.7749], [-1.1466, -1.2658, -5.1613], [-1.1154, -0.8983, -3.8170], [0.1447, -0.1896, -1.9134], [1.3262, -0.4723, 0.2245], [2.2381, -1.0866, -3.1474], [2.1540, -2.1785, -5.4074], [0.0819, -1.8974, -6.8425], [-2.1168, -1.2158, -5.6696], [-2.0040, -0.5218, -3.2964], [-3.1678, 2.4647, 2.7137], [-2.0008, 1.1384, 2.5534], [-0.6910, 1.4065, 3.7551], [-2.8252, -0.3487, 3.1187], [-1.5168, 1.0255, 1.0936], [-3.9756, 2.2569, 1.9987], [-2.6492, 3.4130, 2.5080], [-3.5684, 2.4724, 3.7429], [-1.1485, 1.6458, 4.7302], [-0.0996, 0.4884, 3.8833], [-0.0677, 2.2567, 3.4526], [-3.4519, -0.7387, 2.3058], [-2.0727, -1.0699, 3.4637], [-3.4707, -0.0909, 3.9758]], "spin_multiplicity": 2, "s2": 0.76, "total_charge": 3, "e_homo_ha": [-0.5856, -0.5873], "e_lumo_ha": [-0.3799, -0.3795], "homo_lumo_gap_ev": [5.60, 5.65]}

No. 3
{"formula": "C20H47NNbO7", "method": "ωB97M-V/def2-TZVPD", "elements": ["C", "C", "Nb", "C", "C", "N", "C", "C", "C", "C", "O", "H", "H", "H", "H", "H", "H", "H", "H", "H", "H", "H", "H", "H", "H", "H", "H", "H", "H", "H", "C", "O", "C", "C", "O", "C", "C", "O", "C", "H", "H", "H", "H", "H", "H", "H", "H", "H", "H", "H", "H", "H", "H", "C", "O", "C", "C", "O", "C", "C", "O", "C", "H", "H", "H", "H", "H", "H", "H", "H", "H", "H", "H", "H", "H", "H"], "positions_angstrom": [[-0.4863, 0.3716, 1.2820], [-1.1306, 1.5400, 1.1090], [-2.9576, 1.7468, -0.1300], [-4.3426, 0.7761, 1.4454], [-5.5091, 1.6692, 1.9175], [-6.7132, 1.4134, 1.0969], [-7.5158, 2.6010, 0.8006], [-7.8047, 2.6749, -0.7112], [-7.5056, 0.3452, 1.6209], [-7.4981, -0.8999, 0.7742], [-8.1257, 0.4125, 2.6661], [-0.4674, -0.1425, 2.2457], [-0.0164, -0.1558, 0.4578], [-0.8046, 2.4438, 1.6208], [-2.5801, 0.0956, -0.8944], [-4.3480, 1.9143, -1.3061], [-3.3189, 3.4275, 0.5798], [-1.9492, 2.5198, -1.4677], [-3.6911, 0.5340, 2.2875], [-4.7129, -0.1614, 1.0338], [-5.7350, 1.4508, 2.9668], [-5.2258, 2.7070, 1.8172], [-8.4851, 2.5831, 1.3036], [-7.0081, 3.5118, 1.0950], [-8.6109, 1.9902, -0.9678], [-6.9228, 2.2872, -1.2119], [-8.0238, 3.6890, -1.0284], [-8.2748, -1.5815, 1.1050], [-7.6650, -0.5967, -0.2537], [-6.5354, -1.3896, 0.8713], [4.9440, -3.9643, -1.5282], [3.5948, -3.9092, -1.9203], [3.3090, -4.8071, -2.9780], [1.8162, -4.9996, -3.1283], [1.2623, -5.9280, -2.2081], [1.0954, -5.4654, -0.8735], [-0.0710, -4.5199, -0.6981], [0.2941, -3.2190, -1.1028], [-0.8332, -2.3791, -1.3011], [5.6103, -3.7180, -2.3644], [5.0891, -3.2330, -0.7353], [5.1988, -4.9583, -1.1400], [3.7843, -5.7779, -2.7873], [3.7132, -4.3847, -3.9096], [1.6385, -5.4384, -4.1127], [1.2924, -4.0428, -3.0896], [2.0173, -5.0218, -0.4926], [0.8918, -6.3637, -0.2862], [-0.3575, -4.4918, 0.3638], [-0.9240, -4.8764, -1.2893], [-1.4669, -2.7611, -2.1095], [-0.4739, -1.3933, -1.5825], [-1.4173, -2.2845, -0.3817], [5.0785, 5.7437, 1.5527], [5.1740, 4.5035, 0.8957], [6.5024, 4.0195, 0.8559], [6.5220, 2.5519, 0.4909], [6.2500, 1.6885, 1.5834], [4.8891, 1.5958, 1.9909], [4.0319, 0.7615, 1.0676], [3.6327, 1.5193, -0.0570], [3.1508, 0.6973, -1.0979], [5.6951, 6.5032, 1.0561], [4.0374, 6.0569, 1.5184], [5.3846, 5.6548, 2.6024], [6.9852, 4.1582, 1.8318], [7.0575, 4.5885, 0.0953], [7.5397, 2.3029, 0.1807], [5.8569, 2.3489, -0.3507], [4.4536, 2.5850, 2.1415], [4.9191, 1.0951, 2.9609], [3.1302, 0.4367, 1.6064], [4.5966, -0.1236, 0.7468], [3.9426, 0.0316, -1.4644], [2.8314, 1.3395, -1.9153], [2.2956, 0.1013, -0.7625]], "spin_multiplicity": 1, "total_charge": -1, "e_homo_ha": -0.1541, "e_lumo_ha": 0.0855, "homo_lumo_gap_ev": 6.52}